Entry from the OMol25 dataset: an isolated molecule of C20H20BrN5OS at a distorted geometry (the ωB97M-V functional and the def2-TZVPD basis).

```
48
Properties=species:S:1:pos:R:3
C -3.032 -1.449 -2.083
Br -5.693 -2.380 -1.760
H 0.874 0.975 -4.957
H 0.879 -0.931 5.660
H 4.278 2.975 -0.032
H 1.110 -1.895 4.141
H 3.012 4.423 3.840
C -0.764 -0.769 4.217
C -1.388 -1.102 -0.279
H -1.253 -1.608 4.718
H -1.183 0.197 4.546
N -1.744 -1.073 -1.627
C 3.719 3.842 1.858
N 2.079 0.132 2.776
H 1.174 1.020 -3.269
H -0.252 1.814 -3.849
H -3.266 -1.421 -3.117
H 0.163 -2.471 -4.172
C -0.308 -0.405 -3.771
H 1.559 -1.492 -3.729
H -1.913 -1.423 -4.853
H 4.102 4.825 1.599
C 3.120 3.632 3.100
O -3.091 -1.583 3.067
N -0.933 -0.973 2.786
C 2.525 2.389 3.369
C -2.394 -1.443 0.784
C -3.988 -1.802 -1.154
H -4.448 -1.977 1.015
C 3.787 2.818 0.916
C 0.749 -0.905 4.530
C -3.655 -1.784 0.287
H -1.321 0.043 -5.628
N 0.351 -0.513 -1.360
H -2.323 0.243 -4.183
C 3.245 1.575 1.213
C 0.618 -1.480 -4.295
C 0.403 0.944 -3.977
C -2.187 -1.363 2.260
C 2.629 1.335 2.469
C -0.584 -0.668 -2.289
H 3.293 0.778 0.459
H 0.805 -1.344 -5.374
H -0.244 -0.622 2.121
C 1.544 0.263 3.978
S 1.646 1.830 4.798
N -0.136 -0.801 -0.098
C -1.560 -0.379 -4.649
```

Results
E_HOMO in eV: -8.599
SMILES: CC(C)(C)c1nnc2c(C(=O)NCCc3nc4ccccc4s3)cc(Br)cn12
Strongest force on any atom in eV/Å: 3.34
ΔE to the lowest compared entry with this formula, charge and spin in kcal per mole: 5.9
Orbital gap in eV: 8.093
Energy in a.u.: -4095.36065

Entry from the OMol25 dataset: an isolated molecule of C20H20BrNO5 (the ωB97M-V functional and the def2-TZVPD basis).

```
47
Properties=species:S:1:pos:R:3
C 2.609 -4.594 0.248
C 2.761 -2.388 1.363
C -3.631 3.653 -3.683
H 2.627 1.556 1.286
H 1.184 -5.203 1.813
H 1.678 1.612 3.608
O -0.302 -0.832 2.418
Br -6.334 3.410 -4.542
C 0.753 1.413 0.281
H 1.270 -3.062 2.876
C 1.626 1.156 1.504
H -6.129 2.361 -1.786
H 1.002 2.897 2.590
O 0.607 2.721 0.060
C -1.732 2.812 -0.513
H 3.501 -2.786 -0.678
H 3.377 -4.934 0.942
H 2.735 -5.143 -0.685
C 1.340 -2.557 1.911
H 0.585 -5.419 0.171
H 3.555 -2.800 1.987
H 0.985 -3.308 -1.359
C -0.294 3.064 -0.978
N 1.794 -0.275 1.654
C 2.949 -0.898 1.221
H -0.085 2.463 -1.871
H 0.045 1.450 2.939
H -0.136 4.125 -1.179
C 1.184 -4.773 0.812
H -3.469 4.078 -4.661
H -4.238 2.144 -0.192
O 3.914 -0.309 0.806
C 1.047 1.824 2.748
H -1.603 3.860 -3.091
C -4.899 3.231 -3.311
C -5.137 2.685 -2.059
C 0.622 -3.346 0.801
C -4.085 2.565 -1.174
C 0.791 -1.151 2.040
H 1.069 -1.707 -0.598
O -1.959 2.490 0.626
O 0.301 0.554 -0.428
H -0.462 -3.283 0.868
C 1.269 -2.768 -0.458
C 2.696 -3.085 -0.010
C -2.799 2.978 -1.526
C -2.583 3.524 -2.792
```

Results
E_HOMO in eV: -9.551
SMILES: C[C@H](C(=O)OCC(=O)c1ccc(Br)cc1)N1C(=O)[C@@H]2[C@H]3CC[C@H](C3)[C@@H]2C1=O
Strongest force on any atom in eV/Å: 0.60
ΔE to the lowest compared entry with this formula, charge and spin in kcal per mole: 0.0
Orbital gap in eV: 9.387
Energy in a.u.: -3779.17511